ORCA calculation (the ωB97M-V functional and the def2-TZVPD basis) on a structure of composition C19H40Br17NNbO2 at a distorted geometry.

HOMO-LUMO gap in eV: 6.89
Calculated total energy in Ha: -44768.30838
Highest occupied orbital energy in eV: -5.533
Charge: -1
Max |F| in eV/Å: 6.98

```
80
C19H40Br17NNbO2 the ωB97M-V functional and the def2-TZVPD basis
H 2.68685 2.20516 -2.44016
C 2.71346 -1.84774 -8.06153
H -1.70197 2.12869 4.66999
H -1.38791 -8.57153 -0.70331
H -2.51041 -7.76079 0.40074
Br -3.65466 3.27457 5.70304
H 1.98629 0.92400 -1.43247
O -2.78395 -4.01786 -0.90581
H -5.95579 -4.15144 4.18379
H 8.47588 5.97540 0.88345
C 3.22675 5.42539 -3.19633
H -4.42692 -9.06096 -0.78268
Br 2.36537 0.00451 -8.55490
H 2.31521 -1.40998 -5.96698
H 2.58275 6.26508 -3.44184
H -6.53541 -1.91699 6.22340
H 4.96890 5.81424 -4.38656
C 1.46177 -2.29734 0.00448
C -0.65063 -1.64996 -0.83513
H 2.96518 -3.02939 -6.28961
Br 7.64786 4.37317 2.60144
Br -1.08326 4.77752 3.52545
H 5.46578 5.31870 0.85569
H 2.12236 -2.12504 -0.87265
H 6.16809 6.60724 -0.13858
H 3.85306 2.35584 -0.30886
Br -4.09491 0.80834 2.73307
C 2.89908 1.28173 -1.90288
H -4.89827 3.12126 3.02885
Br 3.37230 -0.01034 -3.28213
C -4.35756 2.66368 2.20222
H 0.12992 3.81066 5.44452
Br 4.16481 -0.01040 0.31018
C -2.12348 -4.91903 -0.14113
H -6.01888 -2.43924 3.72744
H -3.63915 -7.79552 -1.74610
H -2.85388 -0.42308 0.66442
Br -2.33152 -10.15766 0.97410
H 5.00108 1.58010 -1.41416
C -1.77259 2.82273 5.50443
C 4.69219 5.73646 -3.33576
C -0.92489 4.05447 5.32744
H 5.33480 5.00617 -2.84769
H -6.01612 2.10149 0.91236
H -0.69702 -1.62503 -1.94530
H 1.43579 -1.40714 0.65892
H -1.89674 -2.70562 1.47388
Br -3.07486 -10.02679 -2.64155
Nb -2.73768 -2.07776 -0.01584
H 2.95812 4.57258 -3.81877
C -5.15626 2.76583 0.92949
O 0.19069 -2.73191 -0.42852
C -5.86238 -3.13354 4.55114
H 1.80488 -2.38698 -8.32527
C 4.03276 1.48201 -0.93098
H -3.37182 3.11459 2.12642
C -3.49015 -8.74354 -1.23136
Br -5.07345 -2.65238 1.08013
Br -4.07530 2.33247 -0.62997
C 7.50825 5.87262 1.36653
H -0.30739 -0.67147 -0.44147
H -5.48809 3.79113 0.76970
Br 4.79830 -1.38432 -6.15281
N -1.23982 -5.51193 0.24186
C 2.99774 -1.98318 -6.58923
H -1.50654 2.30560 6.42503
H -7.82406 -2.74363 5.32583
C 6.37857 5.68040 0.39042
Br 6.85100 4.40026 -0.99993
Br -4.00533 -2.88908 5.07171
H -1.18798 4.85504 6.01302
H -3.50630 -1.39618 -1.55712
Br 2.78678 4.88940 -1.37479
H 3.53116 -2.19293 -8.68756
H 1.90562 -3.13719 0.57436
Br -6.84040 -4.26543 7.00182
C -6.79995 -2.82409 5.68768
H 7.32366 6.74287 1.99428
Br 5.12742 7.47199 -2.56697
C -2.36679 -8.62897 -0.23806
```

=====

ORCA calculation (the ωB97M-V functional and the def2-TZVPD basis) on a structure of composition C19H40BrCs2N4O12PS at a distorted geometry.

HOMO-LUMO gap in eV: 1.30
Calculated total energy in Ha: -5223.24652
Highest occupied orbital energy in eV: -3.376
Max |F| in eV/Å: 8.82

```
80
C19H40BrCs2N4O12PS the ωB97M-V functional and the def2-TZVPD basis
C 2.65774 -0.59685 -2.12225
O 3.16256 -0.04805 -3.32319
P 4.74601 0.20541 -3.38518
H -4.76378 -5.97633 -3.94243
C -3.52140 5.85555 4.17226
H -1.89792 -2.75076 1.12112
H 5.04296 2.28190 2.44691
H -5.77688 1.31298 1.99455
H -6.26559 -5.12443 -3.56144
H 2.93759 -1.65174 -2.05142
H -5.25565 -8.43061 -2.52582
O -3.47147 3.54719 3.38006
H 5.41753 2.24699 -5.94263
C 0.05671 1.03951 2.37718
Br -6.25919 -7.73169 -4.20120
C -2.81619 -1.18252 -0.22824
C -5.21023 -5.20809 -3.32584
N -3.19839 -0.32013 0.71748
H -0.68961 0.83706 3.14606
H 1.56342 -0.52236 -2.13427
C 2.55858 2.61961 4.45977
S -4.75172 3.37497 2.41537
O -4.30834 -8.28607 -2.85836
C 5.91955 1.51993 -5.30541
O -5.88811 3.97723 3.04903
H -1.10879 -4.35341 -0.62314
O 5.24923 1.19547 -2.43408
C 1.32686 2.06364 4.32036
Cs -2.02757 -2.36076 -5.37928
H -4.99634 1.35493 3.59750
H -3.76523 5.48400 5.16910
C 6.61476 -1.57297 -3.74039
O 5.20611 -0.09563 3.47059
H -2.91729 6.75982 4.26711
H -1.38613 1.29047 0.79969
C -2.53447 -1.98388 -2.58916
C -2.09610 -2.49929 0.04702
C -2.78058 4.80062 3.37279
N 3.13977 2.61431 3.21565
C -1.63607 -3.42841 -0.94363
C 5.99652 0.47480 4.27237
H -4.46133 6.12595 3.68918
H -3.57192 -0.05930 -2.10623
H 3.10175 3.01796 5.29796
H -0.94389 2.80060 1.61309
H -3.95345 -9.08917 -3.29281
H -5.09390 -5.46111 -2.26550
H 4.38363 3.91814 2.15212
H 0.42050 0.08007 2.00276
H -3.64083 -4.05437 -3.36910
H 6.72291 1.04894 -5.87273
O 6.85760 1.35899 3.93831
O -4.57616 -3.95054 -3.58866
N 1.19364 1.72494 2.99307
C 4.47006 3.10605 2.87576
H 0.52719 1.85431 5.00799
C -4.89099 1.62113 2.54679
H -3.70273 -7.95899 -2.15027
N -1.82911 -3.18344 -2.28144
H 6.52056 -1.73516 -4.81539
H -4.00337 1.16334 2.11489
H 7.32312 -0.76637 -3.54493
H -1.80529 4.62232 3.82984
O 4.97246 0.51928 -4.92326
C 2.30223 2.07654 2.34262
O 6.04106 0.26293 5.53016
H 4.97280 3.46964 3.76831
H 3.04018 -0.05445 -1.25822
C -0.56036 1.84422 1.25114
O 5.32963 -1.27628 -3.19568
O -4.37000 3.71657 1.07572
H 2.49059 1.94077 1.29081
Cs 1.96537 -2.79858 -3.03614
H -2.60084 5.13511 2.34765
H -2.65240 -0.60357 1.55049
H -2.71366 -1.78720 -3.72643
H 0.17678 2.05341 0.47165
H 6.34838 2.03842 -4.44831
H 6.98218 -2.48843 -3.28091
C -3.04522 -0.96508 -1.72891
```

=====

ORCA calculation (the ωB97M-V functional and the def2-TZVPD basis) on a cluster of 2 separate species, C19H40BrN4O4 in total.

HOMO-LUMO gap in eV: 8.10
Calculated total energy in Ha: -3841.66665
Highest occupied orbital energy in eV: -11.087
Charge: +1
Max |F| in eV/Å: 0.98

```
68
C19H40BrN4O4 the ωB97M-V functional and the def2-TZVPD basis
H 1.92994 -6.33113 5.46815
C 2.59054 -1.84584 -1.47933
C -3.87152 3.40569 -3.23045
H -4.32163 3.50530 -2.23389
H 1.23481 -0.11577 -3.40409
H 3.28316 -5.41732 6.16365
N -1.01991 3.86957 -1.35352
H 1.90807 -2.45823 -2.06860
C 0.87209 0.82509 -1.50101
H -3.87995 1.49738 -1.57123
C -1.57748 0.33263 -0.93978
C -0.79027 2.57549 -1.32476
H 1.83827 -1.45094 4.10435
H -2.07830 4.49034 -3.69231
C -2.42377 -0.42811 0.11218
H 2.11815 -1.61862 -0.52315
Br 3.84071 -1.08852 -3.90263
C -1.37596 -0.14592 2.22778
H -1.44781 1.95711 0.44915
C 2.47246 -5.38880 5.42871
C 1.63830 1.31292 -0.25349
C 1.49125 -2.48553 4.20075
H -2.54283 -0.78511 -2.47734
H 2.17023 3.33369 1.25057
H -2.93670 -1.24373 -0.39335
H 0.08744 2.12128 -3.06073
C 1.82477 0.36072 -2.61561
C -2.25660 0.25445 -2.31571
H -4.68748 3.15297 -3.91494
H -4.22372 0.69023 -3.10546
H 2.90249 -5.25950 4.43215
N -1.55195 1.77445 -0.54316
C -0.16004 -0.24070 -1.08373
C 0.99593 -4.12047 2.55496
H 2.31759 0.52511 0.08025
H -0.20756 -1.02487 -1.84093
N 0.21343 2.05029 -2.05682
H 3.12317 -3.04593 5.47692
H 0.15634 -0.72795 -0.16432
C 2.96365 -0.58298 -2.22910
H 0.61233 -4.76966 3.34478
H 2.86205 2.71064 -1.47100
H 0.39439 -2.47986 4.23370
O -1.68576 -1.00671 1.15223
O -2.94278 2.32394 -3.20067
H 1.50908 -4.72601 1.81013
C -3.43605 1.18134 -2.52512
H -0.51957 0.50389 2.00515
C -3.15370 4.66797 -3.67343
H -2.23667 0.47169 2.50837
O 1.93728 -3.18853 3.05577
H -0.33526 4.49910 -1.74533
O 1.54463 -4.36287 5.73475
C 2.02787 -3.05772 5.49582
H 3.74445 -0.03316 -1.70799
H 0.94273 1.47351 0.57432
H -3.18280 0.25282 0.51703
H 2.27484 1.24869 -3.06226
H -1.88994 4.23760 -0.99986
H 0.15116 -3.60897 2.07669
H 1.69773 -2.42013 6.32151
H -1.53308 0.48345 -3.10022
H -1.10617 -0.77060 3.07580
H -3.35420 5.50431 -3.00554
H -3.44623 4.97456 -4.67446
N 2.60868 3.51712 0.34443
H 3.47876 -2.43833 -1.27416
C 2.41689 2.58320 -0.48060
```

=====

ORCA calculation (the ωB97M-V functional and the def2-TZVPD basis) on a structure of composition C19H40HoNOP3 at a distorted geometry.

HOMO-LUMO gap (spin up / spin down) in eV: 6.48 / 5.13
Calculated total energy in Ha: -2848.92227
Highest occupied orbital energy (spin up / spin down) in eV: -16.261 / -16.318
Charge: +3
Max |F| in eV/Å: 5.32
Multiplicity: 5
⟨S²⟩: 6.275

```
65
C19H40HoNOP3 the ωB97M-V functional and the def2-TZVPD basis
H 2.93113 -0.59490 3.04830
P 2.24906 -0.56539 -1.12812
P 1.80617 1.23303 1.91110
H -2.89809 -2.56816 -5.45451
C -1.88532 -1.57503 -1.93510
H 1.91895 3.51861 1.07787
H -1.95566 -4.12091 1.36802
C -1.74662 -3.09086 -3.73757
C 1.87967 -0.92322 -2.87223
C -1.81577 -0.58392 2.86980
H -3.10540 1.91014 -1.91092
H -2.51792 0.30877 4.64133
H 3.19225 3.22907 2.28924
H -1.55979 -1.17231 4.88715
H 3.81959 -0.12770 1.57974
C 2.86942 -2.17401 -0.55570
H 4.32675 0.58711 -0.52241
H 0.88909 -1.36229 -3.01617
P -1.61370 2.81108 -0.26384
H -3.39433 0.05034 -1.99794
Ho -0.12212 0.24703 0.06139
H 4.22160 0.13913 -2.25330
C -0.70038 3.86938 -1.40748
H 3.38112 2.60836 0.62581
H 1.84821 2.43203 4.05090
C -1.52877 -2.82464 -2.41077
O -0.96280 -1.24307 -1.00946
H 3.57730 -2.04738 0.26792
C -1.71852 3.57619 1.30255
H 3.95935 0.85592 3.05641
C -2.29930 -0.69032 4.23013
H -2.53502 3.13665 1.86835
H 0.18057 -3.68265 2.52457
C -1.01654 -4.57605 1.04151
C 1.14918 1.75415 3.54213
H -1.14203 4.82280 -1.22491
H -1.10419 -5.30102 0.22414
H 2.64679 -1.62340 -3.21046
H 3.36258 -2.65970 -1.40236
H 0.19194 2.27283 3.41194
H 2.03739 -2.80480 -0.21219
H -3.79710 3.13131 -0.74660
N -1.43112 -0.39623 1.77578
H -0.38404 1.87586 -0.63771
C -3.33648 -1.21574 -3.80327
H 0.98271 0.88014 4.18273
H -0.85008 3.51356 -2.42276
H 1.06149 -4.91667 1.45486
H -3.22350 -1.27928 4.27666
C 3.26834 0.25735 2.44629
C -2.66813 -2.30026 -4.42439
C 2.66118 2.79307 1.43161
H -0.80610 3.57235 1.88914
H -0.78466 -3.22613 -1.72623
C 3.67283 0.52665 -1.39146
H 3.30212 1.52826 -1.64092
H -4.13345 -0.70332 -4.34992
H -1.97431 4.59811 1.02198
H 0.37422 3.87649 -1.19543
C -2.93619 -0.81510 -2.51909
H 1.95875 0.00741 -3.44173
H -3.54645 1.37160 -0.27437
C -3.16133 2.23059 -0.85921
H -1.19026 -3.90661 -4.15333
C 0.12574 -4.45429 1.75248
```

=====

ORCA calculation (the ωB97M-V functional and the def2-TZVPD basis) on a structure of composition C19H41BN6OsSi4 at a distorted geometry.

HOMO-LUMO gap (spin up / spin down) in eV: 5.93 / 3.97
ΔE to the lowest compared entry with this formula, charge and spin in eV: 2.273
Calculated total energy in Ha: -2349.97516
Highest occupied orbital energy (spin up / spin down) in eV: -12.718 / -13.959
Charge: +2
Max |F| in eV/Å: 4.11
Multiplicity: 5
⟨S²⟩: 6.035

```
72
C19H41BN6OsSi4 the ωB97M-V functional and the def2-TZVPD basis
H -3.47895 -4.43212 -1.30779
N 0.76069 -0.48146 -2.63480
C -1.37757 2.38091 -2.05067
H 2.75859 -5.20436 -2.87230
H 1.69063 0.18289 4.63421
H 1.99820 -0.69617 3.12753
Si -0.47529 2.77941 -0.46644
H -4.48573 1.50775 2.72327
H 2.57280 2.69823 3.48442
Si -2.64349 0.48070 1.48746
H 1.90980 2.70672 -1.25614
C 1.58868 0.16501 -4.62434
C -3.58242 0.11384 -0.08701
H 1.74388 3.83780 0.09939
H -1.65188 -4.64583 -3.35060
C 1.25253 3.46066 -0.80570
H -3.58353 -1.37447 2.79273
H -2.19664 -0.67067 3.66347
H 1.90761 0.78654 -5.41912
C 1.23903 -0.13399 3.68130
H -0.92147 1.51386 -2.60066
Os -0.65757 -0.24160 -1.19476
H -2.48122 4.00468 0.47732
C 2.04315 2.59358 2.52510
H -2.96774 -0.40658 -0.87018
H -4.42966 -0.52682 0.20414
N 0.85275 -1.59882 -3.48995
N 1.91588 -2.77736 -0.86879
H 1.33014 -1.90888 -5.49206
H 0.70096 -3.81960 -3.97671
H 1.70073 3.59777 2.24709
H -1.91689 -1.78730 2.30915
H -3.72635 2.74665 1.71282
H 4.05264 0.88593 1.16977
H -1.00951 3.15593 3.58055
H 3.10663 -2.95915 0.85630
C -0.49199 2.28538 3.99577
H -3.98287 1.04221 -0.51530
C -1.66213 -4.01518 -2.48220
C 2.68010 -4.52681 -2.01063
C -2.56385 -0.97748 2.67366
H 0.42130 -0.82311 3.92440
C 2.86125 -3.35882 -0.13052
C 1.35580 0.56012 -3.30937
N 1.80707 -3.50960 -2.02906
N -0.69718 -3.09821 -2.33578
H -1.09296 4.19074 1.57255
H 4.41868 -0.59604 0.18041
H -2.34134 -2.62030 0.39845
N -1.00088 -2.26846 -1.22799
H 1.63997 1.45311 -2.77731
C -2.06939 -2.88521 -0.60937
C 3.76940 -0.10447 0.88496
H -1.23857 1.63128 4.45851
H -1.28884 3.30130 -2.64880
H -1.15204 5.09809 0.05197
Si -0.43899 0.79655 0.79599
C -1.39231 4.12952 0.51734
H 1.15608 4.29566 -1.51594
C 3.39119 -4.48375 -0.81753
C -2.55854 -3.89594 -1.43620
H 4.17382 -5.11520 -0.46825
C 1.28456 -1.19198 -4.68910
B 0.67139 -3.06845 -3.03125
Si 0.60374 1.37631 2.73881
C -3.51956 1.90215 2.37793
H 2.78348 -0.06837 0.41989
H 2.78108 2.27479 1.78502
H -2.43870 2.17021 -1.87466
H -2.98844 2.27602 3.25775
H 3.43478 -0.76711 1.65583
H 0.14547 2.65743 4.81207
```

=====

ORCA calculation (the ωB97M-V functional and the def2-TZVPD basis) on a cluster of 4 separate species, C19H41BNO12 in total at a distorted geometry.

HOMO-LUMO gap in eV: 8.71
Calculated total energy in Ha: -1730.81818
Highest occupied orbital energy in eV: -12.213
Charge: +1
Max |F| in eV/Å: 1.59

```
74
C19H41BNO12 the ωB97M-V functional and the def2-TZVPD basis
H -0.75688 4.59049 8.43964
H -1.15670 4.43767 6.72374
H -0.45768 -3.90183 -9.93603
C -3.41201 -1.69414 -6.97502
H 4.57639 -2.30525 1.98102
H -4.04806 1.55810 3.81243
O -2.20373 -3.78859 -8.04339
O 0.04680 0.91495 -2.01603
H 1.00501 -2.94124 -9.73403
H -2.86333 3.44772 9.06055
H 0.13632 -0.76788 1.02172
H 0.30452 -0.92790 3.61188
C 0.19021 0.01105 3.05849
H -2.45146 -0.48639 2.61564
O -4.57679 2.89923 5.31483
C -0.51762 -0.26166 1.73344
H 1.11897 -4.69943 -9.93908
H 6.19901 -0.47518 1.73154
H 1.46254 -4.08998 -7.56351
C 0.17852 0.74004 -4.70698
B 4.68475 0.20780 2.81362
H -1.92264 2.40612 8.00032
H -0.02419 -5.01812 -7.72538
O -1.99890 -1.88678 -6.84421
O 4.73580 0.89645 3.96579
H -3.66598 -1.45130 -8.00515
C 2.13649 -3.36750 2.88925
H -0.46302 0.63409 3.67859
H -2.30662 -1.33579 1.07171
C -2.46572 3.34978 8.05296
C 2.04524 1.79342 -0.57715
C -1.57686 4.52902 7.72427
C 0.53570 -3.89533 -9.49111
H -3.94580 3.28585 3.37595
O 2.38845 0.11966 1.95745
O -2.36391 2.49228 5.50192
H 1.10470 -3.36296 3.22251
H -3.66378 -0.85648 -6.33108
H 3.74100 -1.45223 0.63421
H 4.20937 0.53751 4.69034
C -1.78445 -1.08493 1.99090
H -2.14779 5.45691 7.76252
O -3.62338 3.29011 7.20291
C 0.46203 -4.07996 -7.99171
H -1.62898 1.53140 -5.54480
C 3.64726 -1.83146 1.64785
H 1.98078 0.83225 3.90480
H 1.65703 0.88970 -0.11776
C -4.50630 2.53764 3.93440
H -1.54781 -1.97876 2.57213
N 3.39302 -0.66595 2.55268
C -0.84350 1.84419 -4.85759
C -3.41793 2.85731 5.96630
C 2.47358 -2.77211 1.73158
H 1.35510 1.77494 2.59736
O 5.64357 0.29896 1.87816
C 1.06999 1.19746 -2.58819
H -3.95649 -2.57932 -6.65519
H -5.53064 2.50859 3.57701
H 1.38225 2.63337 -0.36785
O -0.20849 -2.98479 -7.34079
H 3.07755 -1.08840 3.43567
H -0.37267 2.74810 -5.24538
H 1.91243 -2.99832 0.83094
C -1.53456 -2.97296 -7.46778
O 2.19181 1.61602 -1.98267
H 3.03514 2.01246 -0.18353
H 0.60733 0.49461 -5.67537
H -0.26452 -0.16862 -4.30137
H 2.87098 -3.86795 3.51795
C 1.50366 0.74618 2.92405
O 1.29591 1.14710 -3.88862
H -1.30018 2.09236 -3.90048
H -0.84977 0.67856 1.28625
```